Density functional theory data (ωB97M-V/def2-TZVPD) for an isolated molecule of C3H6N2O.

Summary:
Lowest unoccupied orbital energy in eV: 0.551
Total charge: 0
HOMO in eV: -8.4

Geometry as XYZ:
```
12
Properties=species:S:1:pos:R:3:forces:R:3
N 0.15078 -1.47302 -1.07152 -0.02 -0.06 0.00
C -0.34227 -1.20056 0.16637 -0.02 -0.12 0.09
O -0.72459 -2.05112 0.94689 0.14 0.26 -0.27
C -0.38282 0.25690 0.56782 -0.07 -0.06 0.05
C 0.77574 0.86835 1.25259 -0.32 0.18 0.12
N 0.17134 1.24583 -0.36733 0.17 0.30 0.14
H 0.17105 -2.43625 -1.36854 -0.01 0.12 0.03
H 0.29624 -0.74544 -1.75114 -0.03 -0.13 0.12
H -1.40510 0.54073 0.83331 0.12 -0.06 -0.01
H 1.12404 1.16533 -0.68373 -0.09 -0.12 -0.31
H 0.37346 1.72242 1.82302 0.06 -0.15 0.01
H -0.27593 2.14577 -0.45735 0.08 -0.16 0.03
```
Forces are in eV/Å.



Density functional theory data (ωB97M-V/def2-TZVPD) for an isolated molecule of C3H6N2O at a distorted geometry.

Summary:
SMILES: O=CNN1CC1
Lowest unoccupied orbital energy in eV: 1.077
Total charge: 0
HOMO in eV: -9.2

Geometry as XYZ:
```
12
Properties=species:S:1:pos:R:3:forces:R:3
C -2.06303 0.27917 -0.11623 1.84 0.21 0.29
C 1.48381 -0.62280 0.01959 0.32 -0.70 -0.74
C 1.15633 0.77676 0.17163 -0.05 2.34 -0.02
H -1.73743 1.33762 -0.32672 -0.46 -0.59 0.00
H -1.06792 -1.52697 -0.04415 -0.02 1.13 0.26
H 2.25292 -0.92046 -0.68381 -0.10 0.05 -0.04
H 1.37167 -1.31748 0.83230 -0.25 0.06 0.36
H 1.65157 1.53010 -0.52241 -0.56 -0.96 1.31
H 0.79615 1.16144 1.16003 0.35 -0.44 -1.08
N -0.91589 -0.51160 0.13381 -0.41 -0.45 -0.74
N 0.25937 -0.08072 -0.61606 -0.26 -0.53 0.43
O -3.18754 -0.10506 -0.00798 -0.41 -0.11 -0.03
```
Forces are in eV/Å.



Density functional theory data (ωB97M-V/def2-TZVPD) for an isolated molecule of C3H6N2O.

Summary:
Lowest unoccupied orbital energy (alpha / beta) in eV: -0.021 / 0.153
Total charge: 0
HOMO (alpha / beta) in eV: -8.0 / -7.4

Geometry as XYZ:
```
12
Properties=species:S:1:pos:R:3:forces:R:3
N -1.76484 0.31371 0.48019 0.15 -0.05 0.12
C -0.67523 -0.25399 -0.13257 -0.14 -0.55 0.63
C 1.06938 0.39439 -1.60415 -0.38 -0.70 -0.01
O 1.57519 -0.26538 -0.48749 0.26 0.17 0.12
C 0.66733 -0.15810 0.51439 -0.33 0.05 0.33
N 0.87359 0.04090 1.74733 0.03 0.03 -0.47
H -2.51455 -0.30314 0.75777 -0.01 0.13 -0.17
H -1.52999 0.99584 1.18878 -0.03 -0.10 0.01
H -0.86458 -1.21324 -0.61041 0.05 0.13 -0.04
H 1.30006 -0.28001 -2.45226 -0.13 0.34 0.02
H -0.11510 0.51465 -1.25655 0.54 0.54 -0.60
H 1.86784 0.17432 1.92142 -0.01 0.01 0.06
```
Forces are in eV/Å.



Density functional theory data (ωB97M-V/def2-TZVPD) for an isolated molecule of C3H6N2O at a distorted geometry.

Summary:
Lowest unoccupied orbital energy in eV: 1.019
Total charge: 0
HOMO in eV: -7.5

Geometry as XYZ:
```
12
Properties=species:S:1:pos:R:3:forces:R:3
C 0.42898 -0.97263 1.48256 2.05 -1.34 1.53
C -0.00212 -0.03389 -0.06504 -0.35 1.64 -2.08
N 1.23762 -0.39939 0.15262 -2.71 -2.64 4.48
N -0.18316 0.71181 -1.11216 0.29 0.67 -1.16
C -1.43372 1.09548 -1.40226 -0.78 0.89 -1.11
O -1.64313 1.77744 -2.36878 -0.90 0.41 -0.40
H 1.07532 -1.79243 1.70839 0.81 -0.95 1.07
H -0.59531 -1.39119 1.49738 0.87 0.31 -0.48
H 0.47550 -0.19737 2.24726 0.06 -0.14 -0.10
H 2.22664 -0.50695 0.23391 0.36 0.61 -0.85
H 0.58121 0.98663 -1.69361 0.44 0.47 -0.83
H -2.16782 0.72249 -0.68028 -0.14 0.06 -0.06
```
Forces are in eV/Å.



Density functional theory data (ωB97M-V/def2-TZVPD) for an isolated molecule of C3H6N2O at a distorted geometry.

Summary:
Lowest unoccupied orbital energy (alpha / beta) in eV: 0.904 / -2.693
Total charge: 0
Spin multiplicity: 3
HOMO (alpha / beta) in eV: -5.4 / -9.5

Geometry as XYZ:
```
12
Properties=species:S:1:pos:R:3:forces:R:3
C -0.27139 1.02073 0.18875 -1.09 1.78 -0.39
C 1.06625 0.33135 -0.25076 0.60 -1.03 1.99
C -1.36655 0.01035 -0.02691 4.18 -1.22 -0.96
N 0.84588 -1.07536 0.20291 -0.69 0.40 -0.82
N -0.44379 -1.44601 -0.04101 -1.59 -2.03 -2.17
O -2.54481 0.34247 -0.05940 -2.17 -0.63 0.07
H -0.38049 1.27348 1.24800 0.87 0.21 0.30
H -0.66246 1.99859 -0.33646 1.42 -1.64 0.52
H 1.13569 0.32491 -1.32362 0.12 0.07 -0.43
H 2.07421 0.57743 0.22868 -1.59 0.55 -0.69
H -0.43113 -2.02870 -0.99480 -0.69 2.49 1.93
H 0.97859 -1.32925 1.16461 0.61 1.05 0.65
```
Forces are in eV/Å.



Density functional theory data (ωB97M-V/def2-TZVPD) for a structure of composition C3H6N2O2 at a distorted geometry.

Summary:
Lowest unoccupied orbital energy in eV: 0.124
Total charge: 0
HOMO in eV: -9.7

Geometry as XYZ:
```
13
Properties=species:S:1:pos:R:3:forces:R:3
C -0.76509 1.79265 0.07338 -0.46 2.89 5.62
C 0.76650 -1.15630 0.53134 -0.89 -2.22 -1.30
C -0.36618 -2.07027 -0.16818 1.44 0.45 -1.20
H -0.36921 2.86751 0.59971 -0.75 -3.13 -0.92
H -1.41039 2.25913 -0.65671 -0.58 -0.67 -0.27
H -1.42881 1.15990 1.10061 2.03 1.70 -3.55
H -0.21942 0.54055 -1.26730 0.78 0.41 -0.33
H 1.99238 0.23413 0.49047 -0.40 1.52 -0.78
H -0.41337 -3.14781 0.03546 0.01 0.15 1.66
N 0.30642 1.14155 -0.61367 -0.54 -2.88 -0.43
N 1.04877 0.13502 0.09287 0.71 -1.68 2.16
O 1.57002 -1.92803 1.07276 -0.71 2.25 -0.29
O -0.71162 -1.82802 -1.29074 -0.66 1.20 -0.36
```
Forces are in eV/Å.



Density functional theory data (ωB97M-V/def2-TZVPD) for an isolated molecule of C3H6N2O2.

Summary:
SMILES: CNC(=O)NC=O
Lowest unoccupied orbital energy in eV: 0.634
Total charge: 0
HOMO in eV: -10.3

Geometry as XYZ:
```
13
Properties=species:S:1:pos:R:3:forces:R:3
C -1.20179 -0.00180 -1.74615 -0.13 -0.03 -0.10
O -1.64909 -0.49680 0.94912 0.34 0.07 -0.11
C -0.53993 -0.15801 0.59073 -0.04 -0.02 -0.07
N -0.19219 0.08302 -0.70540 0.01 0.09 0.20
N 0.49276 0.01166 1.53483 0.02 -0.04 0.14
C 1.85265 0.01610 1.33088 0.10 0.04 0.11
O 2.66605 0.09361 2.22097 -0.34 -0.04 -0.32
H -2.16637 0.35517 -1.37370 0.17 -0.03 -0.08
H -1.32478 -1.03360 -2.08664 -0.01 0.12 0.03
H -0.88154 0.61173 -2.59040 -0.08 -0.09 0.10
H 0.62582 0.63945 -0.88830 -0.11 -0.08 0.02
H 0.18509 -0.05385 2.49662 0.00 0.01 -0.05
H 2.13332 -0.06668 0.26744 0.08 -0.01 0.12
```
Forces are in eV/Å.



Density functional theory data (ωB97M-V/def2-TZVPD) for an isolated molecule of C3H6N2O2.

Summary:
SMILES: [H]/N=C/OCC(N)=O
Lowest unoccupied orbital energy in eV: 0.951
Total charge: 0
HOMO in eV: -9.9

Geometry as XYZ:
```
13
Properties=species:S:1:pos:R:3:forces:R:3
N -1.85185 -0.25159 -0.74289 0.04 0.16 -0.02
C -1.15151 0.12209 0.37286 -0.08 0.14 0.09
O -1.37408 1.13151 1.00818 0.03 -0.32 -0.21
C -0.10176 -0.88994 0.84466 -0.08 -0.10 -0.01
O 1.12499 -0.24060 1.14663 0.05 0.10 0.03
C 1.65823 0.50282 0.16971 0.02 0.06 -0.17
N 1.20794 0.52791 -1.01312 0.16 0.03 0.34
H -2.40712 0.49565 -1.13884 -0.02 -0.11 0.08
H -1.34037 -0.79282 -1.42546 -0.04 0.03 0.11
H 0.05088 -1.70214 0.12558 0.01 0.19 0.02
H -0.43407 -1.30826 1.79736 -0.01 0.02 -0.16
H 2.50538 1.06558 0.56691 -0.04 -0.07 -0.11
H 1.74274 1.18362 -1.57720 -0.03 -0.12 0.03
```
Forces are in eV/Å.



Density functional theory data (ωB97M-V/def2-TZVPD) for an isolated molecule of C3H6N2O2 at a distorted geometry.

Summary:
SMILES: NC(=O)CNC=O
Lowest unoccupied orbital energy in eV: 0.504
Total charge: 0
HOMO in eV: -10.1

Geometry as XYZ:
```
13
Properties=species:S:1:pos:R:3:forces:R:3
C -0.38658 0.16788 -2.12932 -0.12 0.49 -0.68
N -0.51659 0.25292 -0.77963 -0.10 -0.91 0.60
C 0.37001 -0.52323 0.07913 1.22 0.47 0.31
C 0.24667 0.07728 1.48793 -1.03 0.06 -0.11
N -0.48584 -0.62842 2.43611 -0.25 -0.36 -0.58
O 0.61852 1.20102 1.70494 0.25 0.08 0.04
O 0.49548 -0.39935 -2.72457 0.30 -0.21 0.25
H -1.13216 0.76439 -2.68401 -0.22 -0.12 0.24
H -1.44997 0.35370 -0.40904 -0.05 0.39 -0.27
H 1.39877 -0.29372 -0.21222 -0.15 -0.15 -0.23
H 0.25480 -1.60838 0.01398 -0.31 0.06 0.05
H -1.17913 -0.05814 2.89914 0.37 0.06 0.44
H -0.86789 -1.51880 2.14405 0.09 0.14 -0.05
```
Forces are in eV/Å.



Density functional theory data (ωB97M-V/def2-TZVPD) for an isolated molecule of C3H6N2O2 at a distorted geometry.

Summary:
SMILES: [H]/N=C/OCC(N)=O
Lowest unoccupied orbital energy in eV: 0.896
Total charge: 0
HOMO in eV: -9.8

Geometry as XYZ:
```
13
Properties=species:S:1:pos:R:3:forces:R:3
N -1.40445 -0.36575 -1.21044 0.14 0.01 0.34
C -1.19179 -0.22653 0.13502 -0.81 -0.41 0.96
O -2.05655 0.08834 0.94039 -0.90 0.53 -0.85
C -0.12213 -0.76621 1.04497 2.93 -0.38 -1.09
O 1.52263 -0.82404 0.56876 -2.13 0.00 0.32
C 1.77832 0.34526 -0.00929 -0.54 0.38 -0.15
N 0.83100 1.01715 -0.53172 0.54 0.38 0.18
H -2.27085 0.06734 -1.51893 0.24 -0.18 0.20
H -0.61193 -0.19205 -1.81407 -0.11 -0.09 0.27
H -0.48465 -1.74489 1.41040 1.03 0.30 -0.34
H 0.08323 -0.06255 1.83165 -0.51 0.08 0.16
H 2.81140 0.74065 0.01941 -0.23 -0.80 0.16
H 1.11576 1.92328 -0.86617 0.35 0.19 -0.15
```
Forces are in eV/Å.